Entry 1:
15
Properties=species:S:1:pos:R:3:forces:R:3:nbo_charge:R:1 method="wB97M-V/def2-TZVPD" max_force_ev_per_a=3.22 total_energy_ha=-975.8695 homo_energy_ha="-0.32481 / -0.29751" relative_energy_kcal_mol=113.8
C -0.9709 -1.0767 1.0234 0.74 1.23 2.12 -0.63
C 0.0056 1.6727 -0.2068 -0.40 3.11 0.73 -0.49
C -0.9300 -0.6178 -0.3697 -1.37 1.05 -1.36 -0.28
N -0.1922 0.5252 -0.8978 0.62 -2.78 -0.24 -0.29
P 2.1047 -1.0465 -0.4528 -1.36 -1.00 -1.59 0.33
Cl 3.1361 0.3454 0.5022 0.85 1.08 0.06 -0.27
H -1.3872 -0.1978 1.5560 -0.24 -0.95 0.54 0.20
H -1.5089 -2.0309 1.1855 -0.02 0.81 -0.22 0.23
H 0.0422 -1.2011 1.4373 -0.20 -0.10 -0.13 0.21
H -0.8443 2.3363 -0.4842 0.12 0.13 -0.32 0.23
H -0.0856 1.7708 0.8782 0.55 -0.73 0.37 0.18
H 0.8962 2.2000 -0.5998 -0.30 -0.16 0.43 0.22
H -0.4989 -1.3388 -0.9641 0.22 -2.23 -1.48 0.19
H -1.9925 -0.4963 -0.6780 0.38 0.08 -0.25 0.20
H 2.2256 -0.8445 -1.9293 0.41 0.45 1.33 -0.03

Entry 2:
16
Properties=species:S:1:pos:R:3:forces:R:3:lowdin_spin:R:1 method="wB97M-V/def2-TZVPD" multiplicity=6 max_force_ev_per_a=4.43 total_energy_ha=-596.3551 homo_energy_ha="-0.29400 / -0.35192" relative_energy_kcal_mol=16.4
H 1.5700 -2.1586 -0.9038 0.28 0.29 0.37 0.01
C 1.6269 -1.4959 -0.0149 -1.42 -1.20 -0.09 0.05
C 0.4848 -0.4909 -0.0934 -0.79 -0.05 0.02 0.05
O -0.8175 -0.9958 -0.0618 1.10 0.53 -1.39 0.02
Ru 3.0021 1.0848 0.0046 0.15 0.55 0.02 4.17
O 2.8283 -0.8066 0.0510 0.47 -0.25 0.01 0.44
H 1.4584 -2.1401 0.8730 0.34 0.29 -0.31 0.01
H 0.6473 0.0976 -1.0212 0.00 0.08 0.04 0.02
H 0.6004 0.1670 0.7941 0.28 0.32 0.04 0.03
C -1.8871 0.2941 0.0198 -0.82 -0.24 0.76 0.00
O -1.4639 1.4402 -0.3864 1.05 -0.64 -0.35 0.01
O -3.0369 -0.1942 -0.6076 0.88 -0.12 0.14 0.00
H -2.8589 -0.2054 -1.5537 -0.04 0.15 -0.06 0.00
Li 0.1394 2.2577 -0.2501 -0.73 -0.30 0.01 0.19
O -2.0468 0.1610 1.3812 2.04 -2.82 1.18 0.00
H -1.4255 -0.7615 1.5124 -2.77 3.43 -0.39 0.00

Entry 3:
200
Properties=species:S:1:pos:R:3:forces:R:3:lowdin_charge:R:1 method="wB97M-V/def2-TZVPD" smiles="CCOC(=O)C(F)(F)F.CCOC(=O)C(F)(F)F.CCOC(=O)C(F)(F)F.CCOC(=O)C(F)(F)F.C[C@H]1COC(=O)O1.C[C@H]1COC(=O)O1.C[C@H]1COC(=O)O1.C[C@H]1COC(=O)O1.COCCOCCOC.COCCOCCOC.COCCOCCOC.COCCOCCOC" max_force_ev_per_a=1.78 total_energy_ha=-5799.7753 homo_energy_ha=-0.34433
C 1.4466 0.7071 -3.3518 0.28 0.04 -0.18 -0.05
C 1.9242 2.1312 -3.1013 0.53 -0.88 -1.45 -0.20
O 1.5641 2.5335 -1.7900 -0.01 0.24 0.80 0.03
C 1.3116 3.8198 -1.5779 -0.13 -0.07 -0.57 -0.38
O 1.1956 4.6609 -2.4155 0.11 0.21 0.08 0.18
C 1.1305 4.1707 -0.0826 -0.21 -0.27 -0.12 -0.53
F 1.5807 3.2121 0.7427 -0.03 0.16 -0.07 0.15
F 1.7938 5.2927 0.1792 0.08 0.07 0.14 0.18
F -0.1653 4.3739 0.1784 0.14 -0.06 -0.01 0.17
H 0.4036 0.6056 -3.0579 0.04 -0.17 0.13 0.06
H 2.0919 -0.0346 -2.8784 -0.29 0.04 0.39 0.07
H 1.5188 0.4782 -4.4179 -0.07 0.22 -0.03 0.08
H 1.5560 2.7586 -3.9130 -0.41 0.44 0.57 0.12
H 3.0134 2.1710 -3.2029 -0.02 0.09 0.29 0.13
C 1.6652 -5.6605 1.3299 -0.33 0.37 0.10 -0.04
C 1.3149 -4.6170 0.2851 0.60 0.53 0.45 -0.19
O 0.9124 -5.2166 -0.9550 -0.55 -0.39 0.12 0.04
C 1.8522 -5.5662 -1.8080 -0.02 0.09 -0.08 -0.39
O 2.9949 -5.2191 -1.8123 0.24 -0.08 0.05 0.17
C 1.3031 -6.5225 -2.8946 0.17 0.43 -0.16 -0.54
F 1.9912 -7.6642 -2.8626 -0.18 -0.02 0.02 0.18
F 0.0060 -6.7747 -2.7348 0.03 -0.22 -0.07 0.16
F 1.4762 -5.9609 -4.1009 -0.05 -0.11 0.11 0.16
H 0.7806 -6.1597 1.7258 0.03 -0.30 -0.33 0.09
H 2.0864 -5.1459 2.1951 0.26 -0.03 -0.10 0.06
H 2.3949 -6.3569 0.9217 -0.03 -0.17 0.17 0.09
H 2.1893 -3.9859 0.1137 -0.07 -0.04 -0.19 0.09
H 0.5019 -3.9663 0.6005 -0.14 -0.12 -0.11 0.12
C -1.9923 5.0192 4.1269 0.78 -0.28 -0.13 -0.04
C -0.5152 4.9545 3.7326 -0.85 0.83 -0.79 -0.18
O 0.1131 3.7875 4.2653 0.29 -0.22 0.61 0.04
C -0.1963 2.6160 3.7532 0.03 0.35 -0.29 -0.40
O -0.7850 2.4072 2.7329 -0.04 -0.21 -0.07 0.16
C 0.2716 1.4565 4.6556 0.02 -0.02 0.12 -0.53
F -0.8193 0.7850 5.0375 0.12 -0.10 0.05 0.18
F 1.0681 0.6223 3.9646 -0.10 0.02 -0.01 0.14
F 0.9388 1.8424 5.7384 -0.09 0.03 -0.09 0.18
H -2.5387 4.3204 3.4984 -0.20 -0.09 0.23 0.05
H -2.3804 6.0178 3.9431 -0.01 0.06 0.09 0.09
H -2.0645 4.7579 5.1821 -0.33 0.08 0.00 0.09
H 0.0369 5.8114 4.1064 0.17 -0.20 0.26 0.13
H -0.4520 4.9790 2.6434 0.24 -0.24 0.03 0.11
C 3.2441 -0.9871 0.5115 -0.15 -0.75 0.30 -0.03
C 2.3987 0.1859 0.9428 0.55 -0.47 0.74 -0.17
O 1.1327 0.2003 0.2702 -0.21 0.49 -0.48 0.05
C 0.1702 -0.5778 0.6846 0.18 -0.26 0.17 -0.39
O 0.2167 -1.4025 1.5529 0.01 -0.21 0.23 0.15
C -1.1355 -0.3378 -0.0904 -0.04 0.17 -0.10 -0.53
F -1.4757 -1.4209 -0.8092 0.13 -0.04 0.09 0.16
F -2.1119 -0.0909 0.7769 -0.12 -0.03 0.00 0.18
F -1.0305 0.6884 -0.9280 -0.10 0.09 -0.08 0.16
H 3.5750 -0.8714 -0.5198 0.14 -0.19 0.04 0.09
H 2.6930 -1.9243 0.6442 -0.36 0.20 -0.46 0.06
H 4.0705 -1.2029 1.1947 0.33 0.74 -0.22 0.07
H 2.8540 1.1360 0.6998 0.04 0.13 -0.15 0.11
H 2.2489 0.1449 2.0211 -0.25 0.04 -0.05 0.11
C 4.8559 -2.4912 4.6337 0.17 0.38 0.11 -0.01
C 4.7982 -3.9321 4.1996 0.42 0.41 0.33 -0.32
C 6.1668 -4.5844 4.0396 0.34 -0.03 -0.22 -0.09
O 5.9471 -5.9144 4.5106 0.15 -0.08 -0.05 0.07
C 4.8655 -5.9210 5.3231 0.00 0.14 -0.42 -0.57
O 4.5221 -6.8364 5.9876 -0.07 -0.22 0.23 0.18
O 4.2144 -4.7392 5.2318 -0.27 0.07 -0.10 0.08
H 3.9047 -2.1096 4.9992 -0.12 -0.19 -0.10 0.07
H 5.1496 -1.8890 3.7725 0.08 0.08 -0.03 0.07
H 5.5715 -2.3338 5.4444 0.07 -0.13 -0.07 0.10
H 4.2232 -3.9930 3.2709 -0.15 -0.33 0.12 0.14
H 6.9587 -4.1325 4.6463 -0.27 0.14 0.20 0.14
H 6.5360 -4.5934 3.0168 -0.26 -0.20 -0.08 0.12
C -3.7723 -4.0839 0.0902 -0.04 -0.84 -0.10 -0.01
C -4.9658 -4.2136 -0.8321 -0.59 0.78 0.79 -0.28
C -5.7569 -5.5095 -0.6951 0.31 -0.53 0.51 -0.09
O -7.1136 -5.1164 -0.4907 0.03 0.22 -0.75 0.07
C -7.1768 -3.7696 -0.3427 0.35 -0.19 0.08 -0.57
O -8.1759 -3.1601 -0.1674 -0.32 0.14 0.08 0.17
O -5.9404 -3.2310 -0.3768 0.03 -0.06 -0.35 0.08
H -4.0633 -4.4436 1.0794 0.00 0.15 0.05 0.09
H -3.4171 -3.0617 0.1812 0.07 0.04 -0.21 0.07
H -2.9821 -4.7574 -0.2585 0.15 0.25 -0.01 0.08
H -4.7570 -3.9909 -1.8781 0.15 -0.04 0.03 0.13
H -5.5201 -6.0966 0.1971 0.47 0.10 -0.08 0.14
H -5.5871 -6.1284 -1.5738 -0.61 0.00 -0.10 0.11
C 5.8669 2.1029 -0.9548 -0.09 -0.42 0.88 -0.02
C 7.0526 2.8672 -0.4178 0.69 0.43 -1.24 -0.27
C 8.2242 2.0187 0.0970 -1.23 0.06 0.74 -0.11
O 9.3721 2.5454 -0.5264 -0.01 -0.20 -0.11 0.08
C 9.0005 3.3438 -1.5682 -0.10 -0.07 0.38 -0.57
O 9.7621 3.7984 -2.3495 0.24 0.16 -0.29 0.17
O 7.6736 3.5466 -1.5616 -0.09 -0.13 0.29 0.08
H 5.6728 1.2577 -0.2852 -0.12 0.10 0.05 0.07
H 6.0951 1.6887 -1.9343 -0.03 0.18 -0.12 0.10
H 4.9782 2.7310 -0.9659 -0.05 -0.03 -0.30 0.08
H 6.7900 3.6696 0.2689 -0.14 -0.20 0.18 0.15
H 8.0374 0.9601 -0.1078 0.40 0.03 -0.38 0.12
H 8.2571 2.1186 1.1814 0.43 0.09 -0.06 0.12
C 1.2043 -3.0955 4.0569 -0.37 0.04 0.01 -0.01
C -0.0840 -2.4729 4.5632 0.27 -0.32 -0.31 -0.31
C -1.3332 -3.3338 4.3341 -0.12 0.47 0.19 -0.08
O -1.9070 -3.4359 5.6391 0.04 -0.31 -0.12 0.07
C -1.0314 -3.0000 6.5746 0.12 0.17 -0.39 -0.56
O -1.1693 -3.1412 7.7391 -0.09 0.04 0.44 0.18
O 0.0173 -2.3687 5.9913 -0.36 -0.12 -0.08 0.08
H 1.3714 -4.0345 4.5886 0.10 0.02 0.01 0.10
H 2.0352 -2.4208 4.2423 0.05 -0.02 -0.06 0.07
H 1.1356 -3.2987 2.9889 -0.01 0.13 -0.01 0.06
H -0.2693 -1.4883 4.1414 0.26 0.06 0.11 0.11
H -1.1293 -4.3247 3.9261 0.09 -0.07 0.17 0.13
H -2.0382 -2.8175 3.6845 -0.07 -0.11 -0.01 0.13
C 4.7883 3.0683 2.6168 0.17 -0.64 -0.48 -0.07
O 5.7326 2.0334 2.3730 0.25 0.20 -0.21 -0.20
C 5.9905 1.1802 3.4594 -0.79 0.31 0.82 -0.21
C 7.0194 0.1688 3.0610 -0.05 -0.02 -0.84 -0.19
O 6.5430 -0.5409 1.9273 -0.23 -0.37 0.13 -0.16
C 7.4611 -1.5221 1.4803 0.17 0.20 0.20 -0.19
C 6.8184 -2.3973 0.4474 -0.32 -0.27 -0.57 -0.20
O 5.8427 -3.2708 0.9887 0.44 0.43 0.33 -0.21
C 5.2336 -4.0430 -0.0175 -0.34 -0.64 0.44 -0.11
H 3.8768 2.6475 3.0543 0.04 0.19 0.28 0.09
H 4.5202 3.4421 1.6285 0.01 0.21 0.07 0.08
H 5.2265 3.8712 3.2118 -0.18 -0.02 0.20 0.10
H 5.0460 0.7240 3.7983 0.08 -0.28 -0.25 0.12
H 6.3355 1.7239 4.3547 0.24 0.12 -0.25 0.14
H 7.2254 -0.5407 3.8663 0.12 0.17 0.20 0.13
H 7.9255 0.7077 2.7583 0.19 -0.14 0.33 0.12
H 7.8509 -2.1181 2.3187 -0.16 0.00 0.00 0.13
H 8.3220 -1.0122 1.0248 0.06 -0.16 -0.03 0.12
H 7.5624 -3.0237 -0.0598 0.25 0.23 0.05 0.13
H 6.3522 -1.7619 -0.3215 0.03 0.03 0.05 0.13
H 5.9421 -4.5882 -0.6507 0.18 0.36 -0.11 0.10
H 4.5470 -3.4435 -0.6171 0.05 -0.05 -0.16 0.07
H 4.6882 -4.8284 0.5096 -0.28 0.14 -0.10 0.09
C -2.2484 8.8400 -4.8885 0.28 0.09 0.09 -0.11
O -2.3286 7.4562 -4.6509 -0.44 0.08 0.16 -0.16
C -1.1516 6.7850 -4.9438 1.45 -0.12 0.14 -0.24
C -1.3891 5.3395 -5.2734 -0.53 0.11 -0.37 -0.20
O -1.8210 4.6446 -4.1270 0.22 0.11 0.24 -0.10
C -1.8513 3.2606 -4.3450 -0.05 0.18 -0.46 -0.21
C -2.2419 2.5253 -3.1053 0.28 0.37 0.75 -0.23
O -3.5785 2.7735 -2.7480 0.22 -0.30 -0.33 -0.14
C -3.9059 2.1176 -1.5547 -0.99 -0.22 0.50 -0.11
H -2.0419 9.0417 -5.9474 -0.15 0.03 0.01 0.09
H -1.4445 9.3123 -4.3081 -0.05 -0.08 0.07 0.09
H -3.1951 9.2784 -4.5868 -0.05 0.03 -0.10 0.09
H -0.3990 6.7877 -4.1321 -0.49 0.23 0.30 0.13
H -0.6001 7.2854 -5.7551 -0.32 -0.22 -0.34 0.13
H -0.4507 4.9186 -5.6620 -0.02 -0.06 0.04 0.13
H -2.1641 5.2696 -6.0538 0.15 -0.09 -0.02 0.14
H -0.8486 2.9223 -4.6534 -0.03 -0.13 -0.01 0.12
H -2.5495 3.0317 -5.1617 0.01 -0.06 0.01 0.12
H -1.6173 2.8759 -2.2668 0.19 -0.05 -0.16 0.12
H -2.0133 1.4574 -3.2342 -0.30 -0.06 -0.05 0.10
H -4.0126 1.0281 -1.6691 0.35 0.02 -0.18 0.09
H -4.8971 2.4572 -1.2467 0.09 0.16 -0.05 0.09
H -3.2221 2.3293 -0.7243 0.19 0.08 -0.20 0.08
C -4.2498 1.9985 2.1644 0.61 0.26 -0.28 -0.12
O -5.4561 2.6561 1.9144 -0.31 0.32 0.21 -0.19
C -5.7491 3.6622 2.8838 0.13 -1.08 -0.19 -0.19
C -7.0587 4.3188 2.4964 0.22 -0.34 0.71 -0.20
O -7.0595 4.8652 1.2131 0.22 0.29 0.11 -0.10
C -7.5821 4.0207 0.2304 -0.72 -0.64 -1.00 -0.21
C -7.5722 4.7209 -1.1057 0.24 0.71 0.45 -0.21
O -8.5508 5.7445 -1.0979 -0.27 -0.25 -0.15 -0.18
C -8.5663 6.4639 -2.3064 0.27 0.34 0.20 -0.12
H -4.1383 1.2400 1.3937 -0.03 -0.19 0.15 0.07
H -4.1711 1.5583 3.1664 -0.27 -0.11 -0.02 0.10
H -3.3972 2.6861 2.0592 -0.02 0.01 0.01 0.07
H -4.8847 4.3274 2.9885 -0.18 0.28 -0.14 0.11
H -5.8972 3.1315 3.8387 0.03 0.37 0.15 0.13
H -7.2749 5.0965 3.2346 -0.01 0.15 -0.16 0.13
H -7.8252 3.5450 2.6255 -0.15 0.11 -0.26 0.13
H -8.6243 3.7425 0.4474 0.03 0.14 0.19 0.14
H -7.0457 3.0737 0.1057 0.30 0.15 0.32 0.11
H -7.7476 4.0102 -1.9202 -0.03 -0.05 0.01 0.13
H -6.5868 5.1959 -1.2320 0.02 -0.22 -0.20 0.13
H -8.8629 5.8499 -3.1636 0.07 -0.09 0.02 0.09
H -7.5739 6.9008 -2.4837 -0.05 -0.07 -0.21 0.09
H -9.2703 7.2881 -2.2035 -0.09 -0.08 0.06 0.08
C -3.3054 -7.3103 -2.6887 -0.42 -0.45 -0.41 -0.12
O -3.8568 -6.2924 -3.4989 0.45 0.60 0.49 -0.19
C -2.8327 -5.4515 -4.0361 -0.48 -0.20 0.37 -0.19
C -3.5128 -4.3476 -4.8222 0.30 -0.78 -0.89 -0.20
O -4.1174 -3.3673 -4.0382 -0.62 0.00 0.20 -0.12
C -3.2582 -2.3301 -3.6286 0.18 -0.25 0.60 -0.19
C -3.1284 -1.2237 -4.6320 0.69 -0.15 -0.74 -0.23
O -4.3494 -0.5954 -4.8806 0.05 0.06 0.48 -0.14
C -4.2163 0.4706 -5.7691 0.21 0.52 -1.18 -0.11
H -4.1569 -7.7815 -2.2001 0.13 -0.23 0.01 0.08
H -2.5955 -6.9922 -1.9170 -0.06 0.43 -0.11 0.08
H -2.7956 -8.0341 -3.3354 0.03 -0.14 0.19 0.09
H -2.2115 -6.0876 -4.6783 0.26 0.33 -0.06 0.13
H -2.2480 -5.0466 -3.1992 0.21 -0.04 -0.15 0.12
H -4.2634 -4.8798 -5.4137 -0.33 0.37 0.12 0.14
H -2.8416 -3.9052 -5.5681 0.23 -0.01 0.19 0.13
H -2.2675 -2.7525 -3.4107 0.13 0.22 -0.09 0.13
H -3.6366 -1.9592 -2.6724 -0.17 0.12 -0.12 0.13
H -2.7058 -1.6345 -5.5686 -0.20 -0.03 0.01 0.13
H -2.3598 -0.5063 -4.3020 -0.17 0.04 0.25 0.11
H -5.0806 1.1246 -5.6964 -0.05 -0.05 0.19 0.10
H -4.1285 0.1563 -6.8231 -0.25 -0.37 0.15 0.09
H -3.3046 1.0702 -5.6454 -0.08 -0.07 0.62 0.07